1.
67
Properties=species:S:1:pos:R:3:forces:R:3:nbo_charge:R:1 method="wB97M-V/def2-TZVPD" e_above_lowest_kcal_mol=0.5 e_lumo_ev=-0.09 e_tot_ha=-4825.5152 e_homo_ev=-7.41 spin_multiplicity=1 orbital_gap_ev=7.310
Ti -0.656 -0.157 -1.131 0.1 -0.2 -0.3 1.353
C -0.763 -3.288 -0.500 0.0 0.0 0.0 -0.399
N 0.017 -2.146 0.026 0.0 0.1 0.1 -0.479
C 1.461 -2.435 -0.110 0.0 0.0 0.0 -0.404
C -0.307 -1.967 1.443 0.0 0.0 0.0 0.085
C -0.124 -2.977 2.373 0.0 0.0 0.0 -0.209
C -0.496 -2.790 3.695 0.0 0.0 0.0 -0.253
C -1.075 -1.582 4.064 0.0 0.0 0.0 -0.197
C -1.250 -0.566 3.142 0.0 0.0 0.0 -0.218
C -0.838 -0.731 1.813 0.0 0.0 0.0 0.151
N -0.940 0.211 0.808 -0.1 0.0 0.1 -0.731
C -1.254 1.554 1.061 0.0 0.1 0.0 0.127
C -0.802 2.319 2.130 0.0 0.0 0.0 -0.249
C -1.092 3.676 2.190 0.0 0.0 0.0 -0.203
C -1.832 4.286 1.191 0.0 0.0 0.0 -0.213
C -2.281 3.532 0.111 0.0 0.0 0.0 -0.263
C -1.987 2.185 0.051 0.0 0.0 0.0 0.217
N -2.394 1.307 -1.034 0.0 0.0 0.0 -0.477
C -2.612 2.001 -2.313 0.0 0.0 0.0 -0.414
C -3.652 0.627 -0.636 0.0 0.0 0.0 -0.408
H -0.523 -4.205 0.044 0.0 0.0 0.0 0.192
H -0.525 -3.444 -1.550 0.0 0.0 0.0 0.207
H -1.827 -3.081 -0.402 0.0 0.0 0.0 0.228
H 1.685 -2.698 -1.139 0.0 0.0 0.0 0.208
H 2.034 -1.555 0.179 0.0 0.0 0.0 0.231
H 1.752 -3.273 0.528 0.0 0.0 0.0 0.194
H 0.302 -3.925 2.068 0.0 0.0 0.0 0.210
H -0.353 -3.579 4.420 0.0 0.0 0.0 0.216
H -1.399 -1.427 5.085 0.0 0.0 0.0 0.215
H -1.720 0.357 3.448 0.0 0.0 0.0 0.220
H -0.182 1.871 2.895 0.0 0.0 0.0 0.232
H -0.712 4.259 3.019 0.0 0.0 0.0 0.219
H -2.049 5.344 1.236 0.0 0.0 0.0 0.214
H -2.839 4.008 -0.684 0.0 0.0 0.0 0.219
H -3.507 2.629 -2.272 0.0 0.0 0.0 0.187
H -2.754 1.248 -3.086 0.0 0.0 0.0 0.224
H -1.738 2.602 -2.551 0.0 0.0 0.0 0.236
H -4.428 1.377 -0.459 0.0 0.0 0.0 0.194
H -3.484 0.063 0.280 0.0 0.0 0.0 0.218
H -3.956 -0.054 -1.425 0.0 0.0 0.0 0.236
O -2.759 -2.527 -3.788 0.0 0.0 0.0 -0.593
C -1.886 -1.908 -3.224 0.0 0.0 0.0 0.769
O -2.035 -1.109 -2.211 -0.1 0.0 0.1 -0.799
C -0.446 -2.002 -3.671 0.0 0.0 0.0 0.088
C -0.074 -2.665 -4.828 0.0 0.0 0.0 -0.207
C 1.263 -2.660 -5.179 0.0 0.0 0.0 -0.148
C 2.167 -1.985 -4.369 0.0 0.0 0.0 -0.249
C 1.703 -1.347 -3.234 0.0 0.0 0.0 0.072
N 0.417 -1.373 -2.877 0.0 0.1 0.0 -0.455
H -0.838 -3.152 -5.417 0.0 0.0 0.0 0.251
H 1.599 -3.162 -6.077 0.0 0.0 0.0 0.225
H 3.218 -1.940 -4.616 0.0 0.0 0.0 0.229
H 2.359 -0.777 -2.589 0.0 0.0 0.0 0.230
C 4.686 2.142 3.053 0.0 0.0 0.0 -0.951
As 2.745 2.231 2.770 0.0 0.0 0.0 0.870
C 2.550 0.498 1.870 0.0 0.0 0.0 -0.970
C 2.768 3.319 1.145 0.0 0.0 -0.1 -0.955
S 0.694 1.353 -1.697 0.0 0.0 0.1 -0.539
H 5.201 1.879 2.128 0.0 0.0 0.0 0.210
H 4.911 1.396 3.814 0.0 0.0 0.0 0.223
H 5.051 3.108 3.402 0.0 0.0 0.0 0.224
H 3.391 0.323 1.196 0.0 0.0 0.0 0.211
H 1.629 0.510 1.286 0.0 0.0 0.0 0.242
H 2.498 -0.304 2.607 0.0 0.0 0.0 0.225
H 3.481 2.926 0.418 0.0 0.0 0.0 0.215
H 3.029 4.349 1.387 0.0 0.0 0.0 0.221
H 1.776 3.301 0.691 0.0 0.0 0.0 0.244

***

2.
73
Properties=species:S:1:pos:R:3:forces:R:3:lowdin_spin:R:1 method="wB97M-V/def2-TZVPD" e_above_lowest_kcal_mol=0.0 e_lumo_ev="-0.79 / -0.25" e_tot_ha=-2479.6056 s2=2.0561 e_homo_ev="-7.56 / -7.58" spin_multiplicity=3 orbital_gap_ev="6.777 / 7.337"
W -0.585 0.680 0.238 -0.1 0.0 -0.4 1.804
C 2.606 2.863 0.764 0.0 0.0 0.0 0.005
C 2.568 1.441 1.197 0.0 0.0 0.0 0.017
C 3.581 0.760 1.869 0.0 0.0 0.0 0.005
C 3.097 -0.514 2.095 0.0 0.0 0.0 0.013
C 3.753 -1.660 2.788 0.0 0.0 0.0 0.002
N 1.866 -0.577 1.568 0.0 0.0 0.0 0.005
N 1.526 0.620 1.009 0.0 0.0 0.1 0.021
B 0.879 -1.752 1.562 0.0 0.0 0.0 0.003
N 0.532 -2.096 0.104 0.0 0.0 0.0 0.004
N 0.015 -1.172 -0.771 0.1 -0.2 0.1 0.009
C -0.112 -1.795 -1.956 0.1 0.0 0.0 0.015
C -0.649 -1.212 -3.215 0.0 0.0 0.0 0.003
C 0.325 -3.111 -1.833 0.1 0.0 0.0 0.004
C 0.718 -3.266 -0.520 0.0 0.0 0.0 0.013
C 1.260 -4.483 0.151 0.0 0.0 0.0 0.002
N -0.388 -1.398 2.363 0.0 0.0 0.1 0.005
N -1.231 -0.366 2.030 0.1 0.0 0.0 0.002
C -2.192 -0.321 2.965 0.0 0.0 0.0 0.015
C -3.342 0.625 2.998 0.0 0.0 0.0 0.004
C -1.956 -1.322 3.905 0.0 0.0 0.0 0.005
C -0.816 -1.979 3.495 0.0 0.0 0.0 0.015
C -0.134 -3.139 4.139 0.0 0.0 0.0 0.003
H 3.604 3.265 0.932 0.0 0.0 0.0 0.000
H 2.370 2.974 -0.294 0.0 0.0 0.1 0.001
H 1.885 3.454 1.330 0.0 0.0 0.0 0.002
H 4.541 1.154 2.159 0.0 0.0 0.0 0.000
H 4.748 -1.363 3.115 0.0 0.0 0.0 0.000
H 3.185 -1.974 3.664 0.0 0.0 0.0 0.001
H 3.851 -2.523 2.129 0.0 0.0 0.0 0.001
H 1.393 -2.699 2.068 0.0 0.0 0.0 0.000
H -0.703 -0.133 -3.194 0.0 0.0 0.0 0.001
H -0.010 -1.517 -4.044 0.0 0.0 0.0 0.000
H -1.653 -1.597 -3.399 0.0 0.0 0.0 0.001
H 0.348 -3.853 -2.612 0.0 0.0 0.0 0.000
H 1.282 -5.305 -0.561 0.0 0.0 0.0 0.000
H 2.272 -4.319 0.521 0.0 0.0 0.0 0.001
H 0.639 -4.777 0.997 0.0 0.0 0.0 0.001
H -3.489 1.140 2.057 0.0 0.0 0.0 0.001
H -4.247 0.067 3.241 0.0 0.0 0.0 0.001
H -3.177 1.373 3.773 0.0 0.0 0.0 0.002
H -2.560 -1.546 4.767 0.0 0.0 0.0 0.000
H -0.682 -3.421 5.036 0.0 0.0 0.0 0.000
H -0.097 -4.002 3.474 0.0 0.0 0.0 0.001
H 0.889 -2.895 4.425 0.0 0.0 0.0 0.001
C -2.559 3.405 -1.708 0.0 0.0 0.0 -0.002
Si -0.850 2.868 -1.158 -0.1 0.0 0.3 -0.028
C -0.008 4.516 -0.818 0.1 0.0 0.0 0.001
C 0.089 2.117 -2.630 0.0 -0.1 0.0 -0.022
C 1.346 1.517 -2.497 0.0 0.0 0.0 -0.001
C 2.033 1.018 -3.597 0.0 0.0 0.0 0.001
C 1.483 1.129 -4.863 0.0 0.0 0.0 -0.004
C 0.237 1.725 -5.022 0.0 0.0 0.0 -0.001
C -0.454 2.199 -3.919 0.0 0.0 0.0 -0.007
H -2.450 4.285 -2.349 0.0 0.0 0.0 -0.001
H -3.137 3.701 -0.831 0.0 0.0 0.0 0.000
H -3.121 2.641 -2.237 0.0 0.0 0.0 0.000
H 0.073 5.025 -1.785 0.0 0.0 0.0 -0.001
H 0.982 4.470 -0.374 -0.1 0.0 0.0 0.000
H -0.642 5.118 -0.166 0.0 0.0 0.0 0.001
H 1.816 1.435 -1.522 0.0 0.0 0.0 0.003
H 3.002 0.552 -3.462 0.0 0.0 0.0 0.000
H 2.020 0.753 -5.725 0.0 0.0 0.0 0.000
H -0.198 1.815 -6.010 0.0 0.0 0.0 0.000
H -1.432 2.645 -4.062 0.0 0.0 0.0 0.000
F -3.642 1.142 -0.154 0.0 0.0 -0.1 0.016
C -2.658 0.251 -0.553 0.0 0.0 0.0 0.016
F -2.637 0.352 -1.946 0.0 0.0 0.0 0.017
C -3.352 -1.127 -0.344 0.0 0.0 0.0 0.001
F -3.887 -1.240 0.878 0.0 0.0 0.1 0.001
F -4.351 -1.312 -1.219 0.0 0.0 0.0 0.000
F -2.500 -2.157 -0.499 -0.1 0.0 0.0 0.001
I -0.912 2.826 2.041 -0.1 0.1 0.1 0.024